Molecular formula: C35H72AsBrN3PdSi5
Method: DFT, ωB97M-V with the def2-TZVPD basis set

Positions of all 118 atoms, in Å:
Pd  -1.456280  -0.986743  -0.233501
Br  1.614234  1.093293  0.196568
As  0.143355  -1.522581  -1.948102
Si  0.473087  -3.539354  -3.087611
Si  3.307098  2.583477  0.169566
Si  -2.969405  2.184760  1.115846
Si  -2.643463  -3.943359  1.266333
Si  -2.004210  -1.059498  -2.810219
N  -2.951772  -2.283838  0.958897
N  0.035662  -1.190585  1.807919
N  -3.001428  0.508830  0.752347
C  6.108250  2.308229  -0.428463
C  1.098422  -1.986907  1.853753
C  -5.426858  0.399104  0.725108
C  2.331680  3.276913  2.795430
C  -4.028672  -5.149204  0.747978
C  -3.546774  -2.126597  -2.427525
C  -0.175108  -1.398863  4.176039
C  -4.044644  2.605794  2.632148
C  0.935990  -2.225423  4.220555
C  -2.383198  0.800110  -2.613146
C  -6.493906  -1.581469  1.567482
C  4.852556  0.172441  -0.143724
C  3.870275  4.948798  -1.389598
C  1.272919  -3.077708  -4.761850
C  1.583623  -2.532258  3.032016
C  -1.964878  -1.234380  -4.725693
C  -0.843656  -4.837413  -3.575424
C  -1.240143  2.735188  1.626587
C  4.761110  1.611679  -0.673170
C  2.697283  4.103154  -0.871089
C  1.839331  -4.532231  -2.188943
C  -2.251835  -4.300846  3.095067
C  -6.573077  -0.263901  1.081256
C  -4.139185  -0.193011  0.833994
C  1.790871  5.030501  -0.049522
C  -4.088039  -1.620896  1.125315
C  4.534968  1.497013  -2.188052
C  -1.162479  -4.466857  0.228467
C  1.862172  3.617137  -2.066476
C  -5.288980  -2.233369  1.583893
C  -3.477385  3.422534  -0.243444
C  4.551433  4.232892  2.173381
C  3.636642  3.007143  2.032865
C  4.302163  1.820867  2.747127
C  -0.594783  -0.913672  2.945526
H  -3.613108  -6.105217  0.424013
H  4.365492  2.034140  3.819212
H  1.548962  4.480067  -2.663815
H  0.957829  4.487141  0.394570
H  -3.376993  -3.161953  -2.738020
H  -7.386370  -2.086668  1.916772
H  6.373927  2.302151  0.630328
H  -2.435149  -5.347182  3.349352
H  -4.018680  3.678243  2.839320
H  -2.963580  3.221345  -1.184584
H  6.899260  1.779320  -0.969951
H  2.209743  -5.372788  -2.780327
H  2.336779  5.541051  0.745146
H  5.014956  0.132475  0.932247
H  1.763115  4.111804  2.389624
H  1.289567  -2.630107  5.160726
H  -5.086700  2.314194  2.497404
H  6.099573  3.344819  -0.773054
H  0.521639  -2.659883  -5.436121
H  -1.750997  -4.356540  -3.948562
H  5.690057  -0.334102  -0.635174
H  -4.551207  3.399324  -0.446429
H  -0.461780  -5.485303  -4.367844
H  2.451839  -3.178130  3.024657
H  -1.207119  -4.077694  3.314939
H  -4.423348  -1.747614  -2.961719
H  -0.629621  2.939203  0.749219
H  -3.428823  1.027099  -2.840348
H  -3.219810  4.440280  0.061778
H  1.375588  5.802330  -0.705911
H  -7.532676  0.234595  1.016433
H  -1.308277  3.655491  2.213313
H  2.410062  2.936442  -2.715989
H  1.690488  2.396206  2.788503
H  2.030552  -2.307523  -4.598929
H  1.588620  -2.171118  0.900779
H  -0.728072  1.981560  2.224856
H  -5.235649  -3.261995  1.918640
H  -2.188732  1.107809  -1.586911
H  -1.462124  -0.266513  2.855482
H  3.581574  1.010963  -2.406697
H  3.946268  -0.387277  -0.376172
H  4.093936  5.128197  1.750494
H  0.962577  3.100345  -1.732321
H  -2.889182  -0.844836  -5.164128
H  4.563148  2.466913  -2.684305
H  -0.707615  -1.135560  5.080609
H  -1.418212  -4.413379  -0.830697
H  1.474325  -4.923076  -1.235954
H  4.524480  4.384455  -2.053921
H  4.744657  4.429900  3.233007
H  5.315420  1.640129  2.384934
H  3.480789  5.799615  -1.958191
H  5.329385  0.882734  -2.624451
H  -1.744863  1.395758  -3.271017
H  1.742235  -3.926958  -5.265250
H  -5.485586  1.413678  0.349275
H  -4.720157  -5.348451  1.571142
H  -1.123172  -0.686137  -5.155524
H  -1.867539  -2.281247  -5.025993
H  -2.864413  -3.680169  3.754859
H  4.473113  5.346783  -0.569178
H  -0.850451  -5.492106  0.455937
H  2.678622  -3.864832  -1.975582
H  5.512805  4.078284  1.678420
H  -1.128707  -5.474439  -2.735411
H  -0.313062  -3.808319  0.389955
H  -3.770805  -2.135279  -1.365006
H  -4.609332  -4.737230  -0.081122
H  3.712936  0.909757  2.622104
H  2.571851  3.509242  3.838918
H  -3.677225  2.086889  3.521731

Atoms 1-3, force components in eV/Å:
-0.240 0.453 0.905
0.276 0.311 -0.012
0.054 -0.463 -0.403

Results
<S²> ... 2.0267
M ... 936.66 u
Total charge ... -1
Orbital gap (alpha / beta) ... 5.9 / 5.8 eV
Spin multiplicity ... 3
Lowest unoccupied orbital energy (alpha / beta) ... 0.0842 / 0.0631 hartree
Max |F| ... 1.205 eV/Å
Energy relative to the best compared isomer or geometry (same formula, charge and spin) ... 19.7 kcal per mole